A.
A cluster of 2 separate species, C3H9N2O2 in total, computed with the ωB97M-V functional and the def2-TZVPD basis.

Atoms and positions in Å:
H 2.24220 -1.52302 -1.10274
H -2.22459 1.72394 0.68851
H -2.33860 1.51621 -0.98143
H 1.67500 -1.61449 0.65016
C -2.45135 1.10346 -0.07931
N -0.43042 -0.13280 0.05985
O 0.12330 1.04797 0.01874
H 1.22957 0.68986 -0.05717
C 2.12416 -1.11917 -0.10372
H -3.46592 0.74347 -0.09125
O -2.21527 -1.34078 -0.10779
C 2.77069 -0.00926 0.21404
H -1.60040 -1.99437 0.32102
H 2.87616 0.45386 1.14836
N -1.66038 -0.14908 -0.03522
H 3.34584 0.60421 -0.54204

Computed properties:
Total charge: +1
Gap between HOMO and LUMO: 0.3858 Ha
LUMO: -4.702 eV


B.
A cluster of 3 separate species, C3H9N2O2 in total, computed with the ωB97M-V functional and the def2-TZVPD basis.

Atoms and positions in Å:
C -0.64713 -0.15887 0.60765
O -1.42143 0.92640 -2.46359
H -1.47525 -0.78328 0.30926
H -1.50472 0.25614 -3.14799
H 1.89783 1.64100 -0.13021
C 0.81000 1.07576 1.71464
O 0.56638 -2.74646 -0.55851
H 1.44413 -2.81222 -0.95905
N 0.24679 0.29452 -0.24547
N -0.32197 0.29062 1.80924
H -0.91621 0.21155 2.62105
C 1.13695 1.10401 0.40853
H 1.29132 1.47233 2.58728
H -1.77962 1.74250 -2.82754
H 0.26300 0.17618 -1.24759
H 0.79375 -2.97362 0.36017

Computed properties:
Total charge: +1
Gap between HOMO and LUMO: 0.4248 Ha
LUMO: -2.804 eV


C.
A cluster of 2 separate species, C3H9N2O2 in total, computed with the ωB97M-V functional and the def2-TZVPD basis.

Atoms and positions in Å:
H 0.69629 -1.32428 1.65867
H 1.19453 0.35888 1.51282
O -2.89371 -1.38453 0.09507
N -1.45903 2.01936 -0.11022
H -1.17950 -0.93011 0.30056
C 0.81261 -0.43938 0.85087
H -0.68500 2.69639 -0.42971
H 1.33102 -1.39575 -1.00275
H -2.65554 -1.64809 -0.81093
H 1.31668 0.24380 -1.16000
H 2.72207 -0.46572 -0.27394
N -0.54560 -0.14437 0.40891
C -1.23586 0.86276 0.28162
C 1.59482 -0.43958 -0.47172
H -2.38829 2.37306 0.04633
O -3.17468 -0.04455 -0.02954

Computed properties:
Total charge: +1
Gap between HOMO and LUMO (alpha / beta): 0.3255 / 0.3438 Ha
LUMO (alpha / beta): -5.207 / -5.203 eV


Unit: kcal/mol. Relative energies: A 160.2; B 0.0; C 171.4.


A.
A structure of composition C24H39BrGeN5PPd, computed with the ωB97M-V functional and the def2-TZVPD basis.

Atoms and positions in Å:
C -1.17728 -4.58170 -0.97236
H 2.33987 1.15871 -3.77449
H 0.66909 -4.06250 -3.53274
H 1.91807 -4.99557 -0.83197
H -1.46513 -1.88226 0.16961
H -1.70913 3.17024 0.34146
P -0.00296 0.02912 1.63197
H 1.54959 -0.18252 5.52355
N 1.87842 0.67394 -1.75956
H -1.15138 -4.96991 0.04841
C -2.23766 2.03963 -2.67945
H -0.48860 -2.72818 -3.65640
C -3.97236 -0.03982 -2.91203
Pd -0.11081 0.37751 -0.41320
H 1.10765 1.97742 2.61834
N -1.09313 -1.05615 3.98422
H -1.12938 5.55066 0.27926
H -1.74160 0.87651 4.56430
C 1.46134 0.02123 4.45317
C 0.20704 1.40669 2.84974
H -1.87828 -1.54475 4.41462
C -0.51049 -1.61991 -0.29793
C -0.71081 3.45598 0.01682
H -4.62678 -0.89697 -2.99799
H 2.76654 4.56598 -1.19380
H 2.73780 -3.43759 -0.94221
H 1.32356 -1.95105 1.71504
Ge 0.14554 -3.13194 -1.19270
C -2.64416 -0.20983 -2.54917
H 0.91467 0.10911 -3.53149
H -1.67687 -1.68115 2.02594
C 1.38067 -1.02396 2.28154
H -0.62820 2.10757 2.79019
N 0.31758 0.90661 4.24800
H -1.52396 2.84949 -2.58266
H 1.23031 -2.39456 -3.47503
H -2.25591 -0.06985 2.55324
H 1.11292 6.27091 -0.49796
C 0.19654 2.46303 -0.36803
H 0.81358 1.83007 -3.14279
C 2.81352 -0.44177 -1.74417
C 0.42705 -3.06293 -3.16216
C 1.78660 4.25809 -0.84071
H -0.00681 -2.80590 3.49489
H -0.97081 -5.40763 -1.65606
C 0.15615 -1.93412 4.12843
H -2.22442 -1.17646 -2.28643
C -3.55619 2.29114 -3.02198
H 1.90196 -3.89087 0.54663
H -0.74931 0.01724 5.77954
H 3.13348 -0.63967 -0.72044
N 1.32683 -1.24183 3.73568
H 0.19985 -2.22056 5.18101
H 2.32716 -1.33470 -2.12472
H 3.26904 2.27197 -1.80746
C 2.48769 1.86108 -1.14759
C -1.41405 -0.76434 2.54586
C -0.39335 4.81245 -0.01997
H -2.18449 -4.21014 -1.17062
C 0.86088 5.21874 -0.45221
C -4.44667 1.24039 -3.14315
H 2.32740 -0.52746 2.05351
H 2.98971 1.52630 -0.23294
H 3.70338 -0.23402 -2.35891
C 1.46676 0.95929 -3.13387
C 1.85452 -3.94280 -0.54463
H 2.36754 0.52051 4.11619
Br -4.12007 4.07189 -3.30657
C 1.46092 2.90697 -0.78824
C -0.85365 0.26567 4.72158
N -1.79665 0.80992 -2.43933
H -5.47987 1.42327 -3.40657

Computed properties:
Total charge: 0
Gap between HOMO and LUMO (alpha / beta): 0.1631 / 0.1631 Ha
LUMO (alpha / beta): -0.471 / -0.471 eV


B.
A structure of composition C24H39BrGeN5PPd, computed with the ωB97M-V functional and the def2-TZVPD basis.

Atoms and positions in Å:
C -0.80954 1.86045 0.04694
C 2.45880 -1.32173 2.60760
H -2.48947 -2.55783 0.78343
H 2.95112 0.30965 -0.25684
C -0.15532 1.58768 -2.66974
C -2.32254 -1.18112 -3.55522
Ge 0.34061 3.36753 0.19100
C 0.16717 0.54867 4.57360
P -0.73069 0.57545 -1.19679
C -0.34246 -0.03175 -4.46648
H 0.74608 -0.05497 -4.47599
H 0.92050 1.48742 -2.82328
H 1.48563 3.10395 2.46629
H 2.46858 -0.43689 3.24545
N -1.42427 -0.05904 2.90982
C 2.14418 -2.10682 0.37401
H -2.61080 -2.01703 -2.92139
N -0.79629 -1.20544 -3.63330
H -0.51712 -2.06990 -4.10260
H -2.39252 -4.97385 0.41422
C -0.04821 -0.62100 5.25128
H 2.26361 -1.75544 -0.65617
C -0.25393 -5.03309 0.25342
C -0.36770 -2.20132 0.67122
C -1.47405 -4.39562 0.42962
H -0.02638 4.00741 2.64798
N -2.78779 0.05490 -3.03231
H 2.03876 3.74791 -1.68719
H -2.30905 -1.90281 3.10105
H 2.11882 2.06187 -1.15249
C 0.84805 3.86209 2.00887
H 3.09684 0.93702 1.38444
H -0.72982 -0.19305 -5.47531
H -1.73940 1.92308 0.61771
Pd -0.35486 -0.12050 0.87634
H 0.86688 -1.15519 -2.33852
H 2.86565 3.32355 -0.18039
C 2.00764 3.09096 -0.81463
H -0.58556 -1.93268 -1.65869
C -0.21824 -1.08611 -2.23482
H 1.66804 -1.99085 2.95121
H -1.41950 5.19998 0.02015
C 3.16887 0.03539 0.77427
H 1.40274 4.80402 1.97839
C -0.98228 -1.52270 4.74377
N 2.19954 -0.93651 1.23283
H -0.37068 2.63702 -2.48393
C 0.84904 -2.89167 0.48044
H 4.20791 -0.33461 0.82469
H 3.00060 -2.77465 0.57362
H 0.15178 5.85144 -0.47441
H -2.61173 2.10076 -3.37790
N -0.82093 1.18259 -3.91973
H -2.77556 -0.69693 -1.07163
H 1.87253 -4.75442 0.16257
H 0.49862 -0.83571 6.16115
C 0.90775 -4.26852 0.28876
C -0.56135 0.82236 3.40201
Br 1.42869 1.79327 5.19831
H -3.10761 1.03746 -1.19419
C -2.50130 0.22317 -1.58827
H -1.19116 -2.45769 5.24433
H -2.67735 -1.33338 -4.57642
C -0.50638 4.98107 -0.53864
H -2.68641 1.09404 -4.84023
H -0.77886 4.83404 -1.58660
C -1.51162 -3.01755 0.64345
C -1.62027 -1.20810 3.56371
H 3.42758 -1.84017 2.71567
C -2.28171 1.16594 -3.82787
H -0.47940 1.76988 2.89324
H -0.20254 -6.10537 0.10507

Computed properties:
Total charge: 0
Gap between HOMO and LUMO: 0.2262 Ha
LUMO: -0.018 eV


Unit: kcal/mol. Relative energies: A 24.8; B 0.0.


A.
The molecule C5H9NO2, computed with the ωB97M-V functional and the def2-TZVPD basis.

Atoms and positions in Å:
C 1.45987 -0.92635 -0.28650
O 0.10651 1.41267 1.53722
C 1.06528 -1.78321 0.70288
H -2.51586 1.44409 1.04848
C 0.99221 0.45402 -0.50508
H 1.52045 -2.76499 0.78666
H 1.49233 1.24219 -2.47791
C -2.29544 0.46436 0.80218
H 2.30100 -1.18710 -1.03774
C -0.05256 0.83171 0.52417
H -3.19370 0.15181 0.17674
N 0.60928 0.75090 -1.82296
H 0.36249 -1.31166 1.61405
H 0.00729 -0.05088 -2.33329
H 1.71341 1.26631 -0.45372
O -1.18673 0.18333 0.04216
H -2.38583 -0.17720 1.68266

Computed properties:
Total charge: 0
SMILES string: C=C[C@@H](N)C(=O)OC
Gap between HOMO and LUMO: 0.3649 Ha
LUMO: 0.831 eV


B.
The molecule C5H9NO2, computed with the ωB97M-V functional and the def2-TZVPD basis.

Atoms and positions in Å:
H 0.84930 0.53329 -1.93028
H -2.04150 -1.02271 -0.81982
C -0.88041 -0.12841 0.74503
C -2.04889 -0.91058 0.26123
H 1.46132 2.17367 -0.34115
O 2.29408 -0.98166 -0.94203
C 0.66089 1.89754 0.34893
H -2.03682 -1.90918 0.69744
H 2.70450 -1.72762 -0.48385
N 0.25872 -0.02550 -1.32409
H -0.88130 0.10012 1.80526
H -2.96348 -0.39942 0.57991
H -0.07330 2.70572 0.35802
H 1.10869 1.84625 1.34350
C 0.03989 0.58795 -0.01530
C 1.00019 -0.90067 -0.51000
O 0.54812 -1.83877 0.22720

Computed properties:
Total charge: 0
Gap between HOMO and LUMO: 0.3099 Ha
LUMO: 0.599 eV


C.
The molecule C5H9NO2, computed with the ωB97M-V functional and the def2-TZVPD basis.

Atoms and positions in Å:
C -0.59798 0.49179 -0.62116
H -2.59768 1.43475 0.49263
O -1.61715 -0.60068 1.26665
H 3.00075 -0.86470 -0.98327
H 1.08155 1.71194 0.97298
H -0.75896 1.56356 -0.59555
H -0.70166 -1.28186 -0.27223
O -1.98802 0.07234 -1.10478
C -2.49311 0.21681 0.20288
C 0.90684 0.07448 0.01171
C 1.86019 -0.99633 -0.32037
N 1.75160 1.06806 0.60702
C -0.44582 -0.47407 0.37406
H 1.37073 -2.03980 -0.79064
H -3.47529 -0.55051 0.39846
H 2.41841 1.49091 -0.24670
H 2.28559 -1.31668 0.60832

Computed properties:
Total charge: 0
SMILES string: CC1(N)[C@H]2OCO[C@@H]21
Gap between HOMO and LUMO: 0.3708 Ha
LUMO: 0.678 eV


Unit: kcal/mol. Relative energies: A 8.5; B 0.0; C 146.9.


A.
The molecule C5H9NO2, computed with the ωB97M-V functional and the def2-TZVPD basis.

Atoms and positions in Å:
H -0.02177 -1.57542 -0.95477
H -1.76731 -1.66004 -0.18411
C -0.65832 -0.01621 0.37565
H 1.96726 1.05518 -1.16833
O -2.85254 1.00915 0.07559
C 1.43589 -0.79561 0.14150
H 0.05070 2.05848 0.57479
C 0.10353 1.21756 -0.18691
C 1.53801 0.64550 -0.26828
H 1.45829 -0.82933 1.22306
N 0.03609 -1.18431 -0.01166
C -2.08955 0.02947 0.02024
H 2.00261 -1.53940 -0.21794
H -0.48800 0.11490 1.47032
H -0.40867 1.52907 -1.04502
O -2.53572 -1.11716 -0.26283
H 2.22951 1.05817 0.41870

Computed properties:
Total charge: 0
SMILES string: O=C(O)[C@@H]1CCCN1
Gap between HOMO and LUMO: 0.3888 Ha
LUMO: 0.673 eV


B.
A structure of composition C5H9NO2, computed with the ωB97M-V functional and the def2-TZVPD basis.

Atoms and positions in Å:
H 0.88481 -0.13352 -1.44547
H 2.19090 -2.03132 -0.54870
O -0.54020 1.52988 1.16298
C -1.70966 -0.56490 0.00131
C 0.29457 1.23815 0.07974
H 1.32216 1.54162 0.30984
O -0.06321 1.94863 -1.06946
H -0.96128 1.68903 -1.31530
H 1.43110 -1.83885 1.05640
N -2.78361 -0.30815 0.50505
C 0.61586 -0.57361 -0.49146
H -0.77009 -2.29268 -0.70967
H -0.52489 2.48560 1.31218
H 2.56438 -0.63721 0.42554
C -0.67696 -1.23413 -0.49197
H -3.02909 0.50082 1.06301
C 1.75520 -1.31937 0.15600

Computed properties:
Total charge: 0
Gap between HOMO and LUMO: 0.3001 Ha
LUMO: 0.510 eV


Unit: kcal/mol. Relative energies: A 0.0; B 61.0.